Computed, not measured: C26H49CrNO4Si2 as an isolated structure, with the ωB97M-V functional and the def2-TZVPD basis.

As for the total charge: 0. As for the spin multiplicity: 5. For the HOMO energy (alpha / beta), the calculation gives -6.578 / -8.306 eV. Its gap between HOMO and LUMO (alpha / beta) is 5.6 / 7.3 eV. The LUMO energy (alpha / beta) comes out at -0.973 / -1.031 eV.

Geometry as XYZ:
```
83
C26H49CrNO4Si2, DFT the ωB97M-V functional and the def2-TZVPD basis
C 0.2856 -0.4230 3.5382
C -1.4506 4.0170 4.9707
Si 0.5676 0.9273 -2.8539
C -4.4499 -0.2260 -2.1586
C -3.2217 -3.2456 -0.6033
H 2.2848 3.0925 3.2669
H 2.6137 1.6325 4.2309
H -0.9978 -0.6755 -1.7939
H -4.1358 -2.3256 -4.3135
H 0.8662 -3.3596 0.4422
C -0.4821 1.8117 3.5823
C -0.6417 1.8031 -3.9934
H -1.2575 2.8093 6.7592
O -1.1451 -2.9915 -1.7049
Si 3.7056 1.4820 1.9884
H -0.3388 0.4514 6.7294
C -0.2680 0.1132 -1.3554
C 2.4676 1.5011 0.5967
H -4.0625 -0.3445 -1.1417
C -3.3494 0.1131 -3.1337
C -3.1443 -2.7717 -4.1888
C 0.7388 -1.4866 2.6018
H -3.7566 -3.1472 0.3486
H 2.4100 -0.6709 -3.3143
H 1.6828 -0.0820 -4.8314
C 1.8503 2.2551 -2.4814
O -2.2546 -0.8241 -3.0222
H -3.7625 -2.6742 -1.3692
H -3.1075 -3.3685 -3.2713
H 5.0927 -0.3074 2.9844
H 1.4122 3.0502 -1.8610
H 2.8076 0.8075 -0.2037
H -4.9605 -1.1481 -2.4545
O 0.9764 -2.6304 2.9792
C -0.6215 1.7283 5.0015
C 0.7274 -4.0540 -0.3964
C 5.2663 2.3594 1.3831
H 0.4531 -0.4656 -0.7459
H -2.9480 1.1126 -2.9137
H 0.0685 -4.8772 -0.0987
H -0.0898 2.4032 -4.7309
H 0.8709 -1.3519 -3.8848
H -0.7027 2.9925 1.7692
H -1.2890 2.4857 -3.4280
H -1.2864 1.1066 -4.5414
H 1.7100 -4.4646 -0.6346
H 3.3877 -0.8148 2.9746
C -1.8161 -2.7224 -0.4665
C 0.1942 -0.5544 4.9153
C 3.0517 2.3470 3.5198
H 5.0064 3.3276 0.9321
H 4.3283 -0.8562 1.4737
H 0.8050 -2.4079 -1.7715
H 0.3930 -3.9518 -2.5476
H 2.1891 2.7088 -3.4285
H -5.1889 0.5800 -2.1483
Cr 0.5780 0.8495 1.0092
H 5.7761 1.7542 0.6195
H -2.0518 -1.1281 -5.0805
H 5.9772 2.5437 2.2002
H 2.7311 1.8622 -1.9641
C 0.2348 -3.3429 -1.6432
H -1.0938 -2.1699 -3.9996
C -0.2527 0.5279 5.6513
H -3.7368 0.1212 -4.1676
H -3.2014 -4.3036 -0.8971
H -1.2940 -3.1766 0.3914
H -1.8354 -1.6319 -0.3054
C -1.1244 2.8700 5.6766
C 1.4602 -0.4295 -3.8121
H -0.8886 0.8431 -0.7953
C -0.8167 2.9758 2.8655
H 2.3848 2.4982 0.1227
C -1.2926 4.0749 3.5695
C 4.1618 -0.2894 2.4000
O 0.8673 -1.0447 1.3560
H -1.8401 4.8853 5.5010
H -1.5496 4.9874 3.0371
N -0.0054 0.7292 2.8845
H 3.8793 2.8664 4.0273
C -2.0794 -1.7160 -4.1470
H -2.9496 -3.4364 -5.0333
H 0.4772 -1.5156 5.3323
```

=====

Computed, not measured: C26H49GeN8O3STi as an isolated structure, with the ωB97M-V functional and the def2-TZVPD basis.

As for the total charge: +2. The calculation puts the energy relative to the best compared isomer or geometry (same formula, charge and spin) at 0.0000 eV. As for the spin multiplicity: 2. For the HOMO energy (alpha / beta), the calculation gives -13.489 / -13.791 eV. Its gap between HOMO and LUMO (alpha / beta) is 7.6 / 7.9 eV. The LUMO energy (alpha / beta) comes out at -5.907 / -5.896 eV.

Geometry as XYZ:
```
89
C26H49GeN8O3STi, DFT the ωB97M-V functional and the def2-TZVPD basis
C -4.2899 -1.5001 -2.5186
H 4.6860 0.4188 1.9524
H 0.0927 3.5900 1.9645
C 3.3197 2.0919 1.8542
H 3.3891 -1.3926 -2.2386
H -0.9825 1.9307 -1.9333
C 1.4493 -2.2133 -2.6005
C -4.7261 -0.5587 -3.4346
C -0.0927 0.8686 -3.4470
C -1.9013 3.1272 0.1161
H -1.0164 3.5444 -0.3679
H 2.8450 -2.2801 -0.2742
C 4.6246 1.4019 1.4819
H -0.6595 2.6874 3.3006
H -5.5023 -0.8003 -4.1481
O 2.2495 1.2908 1.2834
H 3.3331 -1.1641 1.0277
H 2.6938 1.3884 -2.7544
H 3.4306 -2.9080 1.2478
H 1.0451 3.0534 -2.3007
H 0.3069 -3.2351 -0.1143
H -0.1023 -0.9120 -4.6611
H 0.6387 -2.1352 3.4328
H 4.7026 1.2764 0.3999
N -2.7934 -3.3571 1.8020
H -1.8658 -2.0496 3.6107
H -3.7449 -5.6526 1.6259
H -2.5619 1.1583 2.8680
S -0.3037 -1.8057 -2.4630
C 3.2519 3.4846 1.2393
O -0.6141 1.2346 0.9324
C -2.7858 1.6744 1.9338
H 4.0442 2.7632 3.7661
N -1.7329 -1.5873 2.7260
H -3.5234 2.4447 2.1608
H -2.7137 1.9462 -2.4707
H 2.0187 -3.1961 3.1648
C -1.5346 2.3024 1.3390
C -0.8488 3.2036 2.3589
Ti -0.5690 -0.2140 -0.4160
C 2.3795 -1.0183 -2.4360
H 3.0015 1.7397 -1.0747
H 3.3656 3.4444 0.1556
C 3.2042 2.1916 3.3710
H -2.5353 3.9621 0.4137
N -2.1030 -1.5384 0.4283
H -4.4935 1.4947 -4.0572
H 2.4405 -0.5005 -3.3923
C 1.5899 -2.2251 2.9146
N -0.1774 1.3223 -2.0274
H 1.3293 -4.2355 0.9160
C 0.9919 2.1688 -1.6603
C -3.3731 -3.8786 0.7266
N 1.9351 -0.0581 -1.4202
N -3.8273 -5.1210 0.7755
H 1.6134 -2.7009 -3.5616
C -2.9597 -2.0469 -0.4918
H -1.4900 4.0566 2.5810
N -2.6988 0.0564 -1.6058
N -3.5848 -3.1817 -0.4261
H 2.3355 -0.2612 -0.5133
H -4.3286 -5.5004 -0.0095
C 0.6696 -3.3670 0.9063
Ge 0.8729 0.6356 2.2514
C -2.2104 -2.1779 1.6373
H -1.6490 -0.5898 -3.9257
H 2.3010 3.9657 1.4733
H 5.4813 1.9886 1.8144
C 2.2587 1.3349 -1.7565
C -0.5761 -0.5555 -3.7453
H -1.3379 -0.6644 2.6967
H 3.2290 1.2049 3.8402
H -3.2339 0.9676 1.2323
H 1.6022 -2.9698 -1.8318
O 0.6943 -0.9238 1.0181
H 0.9427 0.9577 -3.7575
H 4.0500 4.1153 1.6317
H -0.6534 1.5562 -4.0844
C -3.1560 0.9591 -2.4821
C -4.1649 0.7072 -3.3937
C -3.3041 -1.1401 -1.6147
H -0.1781 -3.5990 1.5474
H -2.4793 2.5275 -0.5855
C 1.4321 -2.1436 1.3969
H -4.7119 -2.4925 -2.4675
H 2.2781 -1.4685 3.2991
H 2.2886 2.7051 3.6771
H 0.8459 2.4870 -0.6299
C 2.8372 -2.1104 0.8004
```

=====

Computed, not measured: C26H49HgNO4Si2 as an isolated structure, with the ωB97M-V functional and the def2-TZVPD basis.

As for the total charge: 0. The calculation puts the energy relative to the best compared isomer or geometry (same formula, charge and spin) at 0.0000 eV. For the HOMO energy, the calculation gives -7.248 eV. Its gap between HOMO and LUMO is 7.1 eV. The LUMO energy comes out at -0.139 eV.

Geometry as XYZ:
```
83
C26H49HgNO4Si2, DFT the ωB97M-V functional and the def2-TZVPD basis
H -1.9387 0.6401 -4.1399
H -3.5722 -0.3813 -3.1478
H 0.6192 1.6321 2.1042
Si -1.3658 -2.9552 -0.7383
H -3.8341 -3.1134 -1.1196
H -5.8384 0.8092 -3.3531
O 4.1783 -0.8505 -1.6375
H 5.3700 -2.9712 -0.6609
O 1.9352 -1.3547 -1.4611
H 0.0249 -3.4926 1.2593
H 4.7839 1.1556 1.2007
C -0.1445 -3.9543 0.2756
C 4.9629 -3.6783 1.3640
H 5.0635 2.9026 1.0186
H -0.5127 -4.9817 0.4282
H 5.8781 -4.2586 1.4887
H -3.4035 0.6637 1.0990
H 2.3005 1.2523 -1.3819
H 1.8186 4.1200 2.4381
C 1.9036 -2.7562 3.3327
H -1.5663 -0.5389 -1.2036
H 2.9169 4.7915 1.2196
C 4.7007 -2.9921 0.1968
H -1.2399 3.6118 0.9082
C 1.4737 1.0996 1.6391
C 4.1980 -4.3420 3.6480
H 1.3384 -3.4589 5.2805
H -4.0308 2.3271 0.8870
O -2.1261 1.9365 0.0902
C -3.1576 1.7260 1.1662
H -2.3351 5.2653 -0.6529
H 1.2292 4.4486 0.7930
C -4.8838 1.3415 -3.3291
H -2.7592 2.9693 -4.4389
H 0.8235 -3.9954 -0.2466
H -1.4626 -3.9940 -2.9846
H 3.3793 -4.8595 5.5745
H -2.3892 1.5623 -0.8695
H 2.0131 3.0181 -1.4686
H -3.5267 4.3708 0.2736
C 2.8522 -2.8100 2.2720
C 3.5001 -2.2403 0.1067
C 4.0336 -3.6335 2.4318
C -0.9547 -3.1229 -2.5545
H -5.0427 2.3081 -2.8335
C -1.7121 1.4090 -3.3872
C -2.7569 4.2675 -0.4991
C -2.6021 2.1156 2.5097
H 5.1012 -4.9402 3.7607
C -1.3158 -1.1245 -0.3115
O -2.6680 1.2748 -2.2977
C 4.3971 2.1492 1.4664
C 3.1771 -1.4114 -1.1356
C -3.8688 0.5107 -2.5822
H 0.1280 -3.2346 -2.6789
H 4.4536 2.2644 2.5594
H 2.0013 0.5539 2.4352
C 3.2418 -4.2873 4.6554
C -3.1154 -3.6272 -0.4705
N 2.6466 -2.1292 1.1159
H -1.6580 1.6045 2.7486
H -2.0520 -0.8790 0.4646
H -0.8364 3.2554 -0.7943
H -2.4804 3.2001 2.6091
H 3.6743 2.3694 -1.3749
C 2.6421 2.2354 -1.0203
H 1.0214 -2.1238 3.1954
C 2.0884 4.0870 1.3727
H -3.2245 3.9366 -1.4348
H -0.7285 1.1830 -2.9529
C 2.0876 -3.4941 4.4927
Hg 0.5589 -0.4154 0.4390
H -4.5675 1.5164 -4.3645
H -3.3375 1.8160 3.2620
H -3.4432 -3.4915 0.5666
H -3.1650 -4.7018 -0.6996
C -1.7755 2.7905 -3.9909
H -1.0261 2.8800 -4.7828
H -4.2342 0.1878 -1.6031
H -1.5780 3.5572 -3.2322
C -1.6480 3.3551 -0.0676
Si 2.6309 2.3524 0.8543
H -1.2690 -2.2278 -3.1015
```

=====

Computed, not measured: a 6-piece molecular cluster, C26H49N8 overall, with the ωB97M-V functional and the def2-TZVPD basis.

As for the total charge: +1. The calculation puts the energy relative to the best compared isomer or geometry (same formula, charge and spin) at 1.5289 eV. For the HOMO energy, the calculation gives -13.275 eV. Its gap between HOMO and LUMO is 11.1 eV. The LUMO energy comes out at -2.224 eV.

Geometry as XYZ:
```
83
C26H49N8, DFT the ωB97M-V functional and the def2-TZVPD basis
H -2.4479 -3.5737 -0.2907
C 6.5620 1.4906 0.6004
N 0.0017 -1.8903 0.1655
H 0.8044 -0.8348 4.3894
H -0.0231 3.0139 -4.8557
H -4.8853 1.6216 -1.1499
C -5.2902 1.8030 -0.1587
C -7.3970 2.2203 1.1830
C 0.4262 0.8306 0.9038
H -0.9132 -0.7718 0.8224
H 2.6515 0.2754 2.3633
H 1.8598 -1.6577 3.3663
H 0.4548 1.1867 -3.2545
C -0.2556 1.8705 3.1096
C 0.7167 -2.7673 0.0883
N -6.7833 0.3237 2.8347
H -5.3325 -1.9992 -3.0836
N -1.5745 1.7919 2.3832
H -4.4193 -3.8338 -1.7412
H 2.7555 0.8346 -2.3922
H 3.4482 -2.8493 -0.1791
H -7.0955 2.7176 -0.8853
C 1.1242 -0.8867 3.3712
H -1.9602 -3.4148 -1.9808
H 2.3197 -3.9706 -2.7972
H 5.1329 1.3927 3.0517
H -0.2735 1.3467 4.0487
H 1.7047 3.2711 -5.1055
H -7.0063 3.1607 1.5732
C -6.8061 1.9227 -0.1983
H 1.4870 2.2289 2.0236
H 1.1657 2.6933 -2.7194
N 4.0174 1.3671 0.1456
C 2.6968 0.1500 -4.3303
H 1.8234 -4.2465 1.0224
C 1.2259 1.9129 -3.4808
H 1.1037 0.0461 0.6521
H -4.8366 2.7213 0.2263
C 2.5956 1.2446 -3.3895
C 6.2194 1.4667 3.1269
H -3.7494 -2.4663 -3.7041
C 2.9274 -3.6330 -0.7319
C -4.2674 -2.0176 -2.8564
C 2.8125 -3.2079 -2.1935
H 2.1209 0.9423 3.8842
H 6.6290 -0.2400 1.8894
H -0.0845 2.8918 3.3541
C 0.8758 1.3838 2.2466
H 1.0607 -4.7439 -0.4866
C -2.5439 -2.9541 -1.1814
H -4.9795 0.9678 0.4756
N -0.9222 0.2355 0.9289
H -8.4811 2.3053 1.1291
C 5.1300 1.4219 0.3392
C -4.0161 -2.8331 -1.5842
H 0.5249 1.5318 0.1094
H 6.5160 0.9754 4.0521
C 1.8066 0.4226 2.9995
H -7.2259 0.9958 -0.5900
N 2.7709 -0.8257 -4.8929
H 6.4852 2.5215 3.2055
H -2.2855 1.8003 3.0980
H 3.8021 -3.0366 -2.6117
H 6.8609 2.5385 0.6136
H -2.1034 -1.9896 -0.9532
H 7.9868 0.8535 2.0740
H 7.0840 1.0024 -0.2213
H 0.9409 1.7655 -5.6304
H 2.2515 -2.2791 -2.2982
N -2.7451 -0.2544 2.1895
C -3.8210 -0.6382 -2.7290
H 3.3831 1.9733 -3.5837
H -3.6049 -0.1672 1.6871
H -4.5741 -2.3873 -0.7584
C -1.7116 0.5882 1.8308
H 3.5489 -4.5277 -0.6906
N -3.4893 0.4398 -2.6800
C 0.9505 2.5255 -4.8481
H -2.6321 -0.9635 2.8787
C 6.9071 0.8139 1.9329
H 0.3116 -1.1596 2.7309
C 1.6035 -3.9354 0.0019
C -7.0510 1.1549 2.1153
```

=====

Computed, not measured: C26H4BCl5F4FeN7O2 as an isolated structure, with the ωB97M-V functional and the def2-TZVPD basis.

As for the total charge: 0. The calculation puts the energy relative to the best compared isomer or geometry (same formula, charge and spin) at 1.9772 eV. As for the spin multiplicity: 6. For the HOMO energy (alpha / beta), the calculation gives -8.976 / -9.643 eV. Its gap between HOMO and LUMO (alpha / beta) is 6.6 / 6.4 eV. The LUMO energy (alpha / beta) comes out at -2.402 / -3.252 eV.

Geometry as XYZ:
```
50
C26H4BCl5F4FeN7O2, DFT the ωB97M-V functional and the def2-TZVPD basis
C 3.4917 0.1058 1.3958
C 1.3921 3.2186 -1.9020
Fe 0.3387 -0.1363 1.2110
C -1.8795 -0.4743 -2.5535
N -1.3055 -1.0051 0.4028
C 2.4118 -1.9740 1.4657
N 0.3436 3.4298 3.0747
C 1.1290 3.7951 -3.1569
C -4.8920 -4.9725 2.8620
H -5.9513 -6.0188 1.3229
C -0.2295 1.4281 -2.2317
O -2.4421 -2.3016 2.1729
C -5.2205 -5.2506 1.5379
C 1.5517 5.5602 -4.8911
C 3.5977 -2.6772 1.5766
C 2.2965 -0.6038 1.3162
F -0.1704 3.5839 -5.1184
C 0.1542 3.1287 -3.9187
F 2.2919 3.7528 -1.0976
O -2.9783 -2.7715 -0.0207
C 0.7313 2.0904 -1.4839
C -3.3904 -3.3243 2.1363
Cl 6.2847 -2.7462 1.6950
Cl 6.1829 0.3591 1.5852
C -0.9446 0.2524 -1.7356
C -4.6306 -4.5596 0.4783
C 2.8216 5.6300 -2.8745
H -5.3714 -5.5297 3.6555
Cl 0.8796 -2.8176 1.6160
C 1.1015 4.4107 2.6094
N 1.7271 5.3039 2.2330
Cl 3.4842 1.8356 1.4883
B -2.2473 -2.0161 0.8486
N 3.6249 6.2174 -2.2925
C 0.1733 2.2552 2.7662
F -1.4015 1.4635 -4.2879
C -3.7146 -3.6009 0.8253
N 1.3713 6.0992 -5.8940
C 1.8100 4.9666 -3.6234
H -4.8743 -4.7614 -0.5556
C -0.8631 -0.3011 -0.5008
H -3.6959 -3.7594 4.2153
C -0.4945 1.9989 -3.4776
N -2.6181 -1.1233 -3.1504
C -3.9582 -3.9894 3.1918
C 4.7226 -0.5457 1.5030
Cl 3.6042 -4.3877 1.7390
N -0.0917 1.1092 2.5501
C 4.7761 -1.9397 1.5670
F 1.0712 1.5929 -0.2750
```

=====

Computed, not measured: C26H50AlBCaClCsF8I3N3O12P2S3 as an isolated structure, with the ωB97M-V functional and the def2-TZVPD basis.

As for the total charge: 0. For the HOMO energy, the calculation gives -7.002 eV. Its gap between HOMO and LUMO is 1.6 eV. The LUMO energy comes out at -5.432 eV.

Geometry as XYZ:
```
112
C26H50AlBCaClCsF8I3N3O12P2S3, DFT the ωB97M-V functional and the def2-TZVPD basis
H -1.1709 -4.4923 -1.5613
C 3.5084 0.4961 0.6697
C -2.2739 -5.8106 -2.8357
O 1.2146 -0.2345 -7.2366
H 4.5605 0.5188 1.1846
H 3.7388 0.6390 3.6853
C -4.2923 2.0660 -0.4472
H -2.9769 -0.4264 -2.5950
B 0.6446 -1.5164 5.6099
Al 5.6446 1.2601 -1.5223
H -3.3291 3.1317 4.0180
C -3.0864 -1.6371 -0.0614
C -1.4330 1.2703 -2.6014
H -4.0858 2.9730 -1.1585
H -1.7998 3.2439 -0.0961
I -0.8097 4.8225 3.5568
C 1.6479 1.8878 -2.7889
H -4.1075 4.5882 0.4434
N 3.3856 -3.9996 -4.3395
H 0.9702 2.8571 -2.7869
O -2.7133 -6.9423 -2.6384
C -0.9842 -5.3527 -2.2088
H 1.2486 0.5114 -0.8852
H 2.5268 -0.7780 3.1142
H -0.1279 2.8545 1.7297
Ca -1.7554 -5.8649 0.1327
H -2.4556 -2.2217 2.7869
C 6.3269 3.1391 4.8372
H -0.2637 -5.0932 -2.9884
C -3.0052 -4.8302 -3.7134
H -1.6190 2.1092 -3.4307
H -0.9189 1.8596 -1.6994
H -3.5257 -3.7619 2.9640
C -2.0916 3.7186 0.9603
H -0.9994 -0.1708 -4.3127
H -2.1432 1.1013 -0.0644
O 2.8232 -3.2787 -1.9132
O 5.4255 -5.1239 -5.3580
H -3.9461 -0.6682 2.4494
H -3.8511 4.3293 2.2733
H -3.9184 -5.2976 -4.0970
C -1.1838 3.1418 2.2073
H 3.1411 -0.6158 0.4663
C 2.4479 1.1467 1.7783
O 3.4667 -1.5353 -3.5461
F -5.4554 0.2892 -2.3952
F 5.6489 -2.9530 -4.4538
N -3.7495 -0.3177 0.2092
S -3.5503 0.5874 5.0158
C 5.3605 1.3575 5.6946
H 0.9469 1.1431 -4.8386
H 4.0180 2.2963 -0.6340
C 1.0236 0.7172 -3.7514
O 5.7567 1.8933 4.5060
C 2.6791 0.3956 3.2512
C -3.6993 3.7954 1.2432
O 5.4315 -4.7745 -2.9319
H -0.5676 -6.1638 -1.6023
C -2.9179 0.6441 -2.1521
I -0.9118 -1.6918 0.1892
F 1.4340 -2.7049 -3.7203
H 2.7087 2.2147 -3.1987
H -3.5667 -3.8891 0.1885
H 5.5658 3.9233 4.7646
S 2.9726 -2.8875 -3.3100
H -0.2955 -0.8250 -2.6886
H -2.3747 -4.5476 -4.5600
H 1.3308 0.8874 1.4770
H -1.5858 2.1672 2.7057
F 7.3322 3.3915 3.9693
H -3.7047 1.3005 -2.7654
O 2.9116 0.4602 -8.9513
C -0.4503 0.1574 -3.3047
H -1.8959 -3.9517 2.0302
H -2.4228 0.3104 1.9452
H -5.3411 1.6132 -0.7836
H -1.7438 4.8581 0.8467
C -4.5043 1.4760 2.0312
H 7.8564 2.4830 6.2207
Cs -6.6554 -0.3070 0.7859
H 1.8519 0.8152 3.9863
P -4.2254 1.9833 3.8448
C -2.7944 -3.1916 2.2120
H -5.5135 2.4409 4.3835
C 1.8657 1.4513 -1.2226
F 1.3590 -0.5520 6.4305
S 4.9137 -4.3506 -4.2270
F -0.5715 -1.9271 6.2926
H -5.5158 2.9038 0.9655
O 2.2346 2.0579 -7.1368
H 1.7956 -0.1826 -3.7349
C -3.1925 0.8393 -0.5708
H 2.5779 2.3012 1.9238
C 3.4522 1.2585 -0.7941
H 6.8757 3.8490 6.7998
Cl 2.1446 3.6312 0.0634
O 4.5858 0.4212 5.7989
H -5.6071 1.0102 2.0161
N -4.5059 2.5556 1.0009
H 1.4700 2.3604 -0.5591
H -3.2818 -3.9465 -3.1329
C 6.8547 2.9256 6.2147
I -5.8554 -2.7349 1.2305
P 1.7447 0.9415 -8.0735
F 0.3027 -0.9083 4.3344
H -3.2923 -2.0178 -1.1750
C -3.6806 -2.9051 0.8556
O 5.9316 2.0028 6.7571
F 1.4884 -2.6782 5.3822
H 4.0850 0.6556 -1.5784
C -3.5541 0.1466 1.6689
O 0.6176 1.4817 -8.9690
```